<P>
# C2H6NO2P

C2H6NO2P as an isolated structure (ωB97M-V/def2-TZVPD, the OMol25 dataset).

Atoms and positions in Å:
1 C 0.3967 1.0006 -0.3019
2 C 0.3864 -0.5291 0.0620
3 N 1.3269 -0.9519 1.0936
4 O -2.1555 -0.4504 -1.2985
5 O -0.9327 1.3138 0.2371
6 P -1.5010 -0.1325 0.5788
7 H 1.1534 1.5547 0.1682
8 H 0.5605 1.0599 -1.3824
9 H 0.3976 -1.3129 -0.7199
10 H -3.1531 -0.3034 -1.2579
11 H 2.2991 -0.9908 0.8614
12 H 1.2215 -0.2582 1.9593

HOMO, eV: -9.07
Frontier orbital gap, eV: 9.68

<Q>
# C2H6NO2P

C2H6NO2P in the gas phase (ωB97M-V/def2-TZVPD, the OMol25 dataset).

Atoms and positions in Å:
1 C 0.1139 -0.9049 0.3048
2 C -1.1183 0.1054 -0.6305
3 P -0.6719 1.9313 -0.3450
4 N -2.2447 -0.4192 0.0957
5 O -2.7431 0.2234 0.9976
6 O -2.6417 -1.4700 -0.3654
7 H 0.8810 -0.1115 0.3120
8 H -0.3343 -1.0537 1.3208
9 H 0.3730 -1.8097 -0.2287
10 H -1.1803 -0.1158 -1.6579
11 H -0.4921 1.8089 0.9459
12 H 0.6471 1.6026 -0.5844

HOMO, eV: -10.07
SMILES string: C[C@H](P)[N+](=O)[O-]
Frontier orbital gap, eV: 10.37

Which is most stable, and by how much? <P>, by 73.0 kcal/mol.

<P>
# C2H6NO2P

C2H6NO2P in the gas phase (ωB97M-V/def2-TZVPD, the OMol25 dataset).

Atoms and positions in Å:
1 C 0.1048 1.7972 -0.4077
2 P 0.4203 0.1512 -0.8474
3 O 1.7702 -0.3456 -0.9438
4 C -0.4709 -0.8474 0.4902
5 N -0.0801 -1.9845 0.9456
6 O -1.6395 -0.0505 1.2764
7 H 1.0693 2.2398 -0.2092
8 H -0.4277 2.2309 -1.1724
9 H -0.6800 1.5870 0.4560
10 H -0.3415 -0.1341 -1.9298
11 H -0.5164 -2.2767 1.7755
12 H 0.7915 -2.3674 0.5664

HOMO, eV: -9.40
SMILES string: C[P@@H](=O)C(N)=O
Frontier orbital gap, eV: 9.56

<Q>
# C2H6NO2P

A 2-piece molecular cluster, C2H6NO2P overall (ωB97M-V/def2-TZVPD, the OMol25 dataset).

Atoms and positions in Å:
1 C -1.0141 0.7404 0.0137
2 C 0.1731 -0.9407 0.1080
3 N -2.3159 0.6280 -0.1985
4 O -0.3292 1.7447 0.1526
5 O 1.3523 -0.5417 -0.4766
6 P 2.1217 0.9067 0.2226
7 H -0.3086 -1.6972 -0.4589
8 H 0.2543 -1.0098 1.1307
9 H -2.6427 -0.2685 -0.4651
10 H -2.7398 1.5169 -0.5007
11 H 3.2337 0.4795 -0.5761
12 H 1.6672 1.7501 -0.7787

HOMO, eV: -8.44
Frontier orbital gap, eV: 9.18

Which is most stable, and by how much? <Q>, by 2.2 kcal/mol.

<P>
# C2H6NO2P

C2H6NO2P as an isolated structure (ωB97M-V/def2-TZVPD, the OMol25 dataset).

Atoms and positions in Å:
1 C -0.1812 0.0740 -1.1932
2 C -0.4650 0.0581 0.3550
3 N -1.4547 -0.8073 0.7056
4 O 2.0830 1.0482 0.3289
5 O 0.6664 -1.0359 -1.2984
6 P 1.1045 -1.0305 0.2854
7 H -1.0101 -0.0295 -1.8065
8 H 0.3606 1.0618 -1.3681
9 H -0.2451 1.0378 0.7413
10 H 2.9102 1.0846 0.9623
11 H -1.4491 -1.0112 1.7444
12 H -2.3194 -0.4500 0.5435

HOMO, eV: -9.54
Frontier orbital gap, eV: 9.47

<Q>
# C2H6NO2P

A 2-piece molecular cluster, C2H6NO2P overall (ωB97M-V/def2-TZVPD, the OMol25 dataset).

Atoms and positions in Å:
1 C 0.3883 1.3147 0.1412
2 C -1.1217 -1.1644 0.0831
3 N 1.2424 0.7222 0.8134
4 O -0.0091 -1.6168 -0.6386
5 O -0.8524 -1.3719 1.3978
6 P -1.3770 0.6459 -0.1423
7 H 0.5846 2.2381 -0.4497
8 H -1.9632 -1.7171 -0.4343
9 H 2.1223 1.1089 1.1420
10 H 0.6454 -1.1293 -0.1215
11 H -0.4630 -2.2238 1.5657
12 H -1.0649 0.5206 -2.0136

HOMO, eV: -9.27
Frontier orbital gap, eV: 9.51

Which is most stable, and by how much? <P>, by 11.4 kcal/mol.

<P>
# C3H7N2O2

A 2-piece molecular cluster, C3H7N2O2 overall (ωB97M-V/def2-TZVPD, the OMol25 dataset).

Atoms and positions in Å:
1 C 0.4848 -0.5219 0.8877
2 C 1.5271 -0.4235 0.0293
3 C -0.2259 0.6784 0.9134
4 N 0.3732 1.4541 0.0576
5 N -1.9347 -0.1921 -0.9678
6 O 1.5063 0.9253 -0.4948
7 O 2.5913 -1.1186 -0.3227
8 H 0.2442 -1.3273 1.5938
9 H -0.9714 1.0666 1.4583
10 H 0.2804 2.3813 -0.4287
11 H -2.0370 -0.3161 -1.9577
12 H -2.9293 0.1195 -0.7976
13 H -1.7682 -1.0198 -0.4608
14 H 2.8592 -1.7062 0.4900

Net charge: +1
HOMO, eV: -14.18
Frontier orbital gap, eV: 9.84

<Q>
# C3H7N2O2

An isolated ion of composition C3H7N2O2 and charge +1 (ωB97M-V/def2-TZVPD, the OMol25 dataset).

Atoms and positions in Å:
1 O 1.1256 -1.2602 1.2472
2 C 0.5541 -0.7713 0.0790
3 N 1.3905 0.3468 -0.3857
4 C 0.6583 1.4819 -0.4216
5 N -0.6222 1.3810 -0.3076
6 C -0.9049 -0.2305 0.2192
7 O -1.7640 -0.9082 -0.6266
8 H 0.5412 -1.9926 1.5946
9 H 0.5258 -1.6611 -0.7655
10 H 2.4070 0.3287 -0.1074
11 H 1.1019 2.5111 -0.6486
12 H -1.3119 2.1334 0.0507
13 H -1.2788 -0.2406 1.1929
14 H -2.4732 -0.3771 -0.8536

Net charge: +1
HOMO, eV: -15.23
SMILES string: O[C@@H]1NC=[NH+][C@H]1O
Frontier orbital gap, eV: 11.26

Which is most stable, and by how much? <Q>, by 33.6 kcal/mol.

<P>
# C3H7N2O2

A 2-piece molecular cluster, C3H7N2O2 overall (ωB97M-V/def2-TZVPD, the OMol25 dataset).

Atoms and positions in Å:
1 C 2.2250 -0.0148 -0.0850
2 C 0.3137 -0.1264 0.7559
3 C -0.7909 1.8276 -0.0409
4 N 0.2620 0.9301 0.0982
5 N -0.6139 -1.7215 -0.4083
6 O 3.0089 0.4933 -0.7312
7 O 1.5794 -0.7897 0.6115
8 H -0.2853 -0.6026 1.5968
9 H -1.0255 1.8865 -1.0700
10 H -1.5717 1.1344 0.4778
11 H -0.5852 2.7042 0.4084
12 H -1.2350 -1.1726 -0.9657
13 H -1.2031 -2.1187 0.3334
14 H -0.0786 -2.4299 -0.9810

Net charge: +1
HOMO, eV: -14.45
Frontier orbital gap, eV: 10.42

<Q>
# C3H7N2O2

An isolated ion of composition C3H7N2O2 and charge +1 (ωB97M-V/def2-TZVPD, the OMol25 dataset).

Atoms and positions in Å:
1 C 2.3629 0.7309 -0.3314
2 C 1.2812 0.1865 0.0826
3 O 0.4685 -0.1782 1.1896
4 C 0.0801 -0.6606 -0.0976
5 N -0.1368 -1.9981 -0.3801
6 O -1.0719 0.2711 -0.6606
7 N -1.4435 1.2466 0.2882
8 H 3.0438 1.2203 0.2865
9 H 2.5423 0.6487 -1.3946
10 H 0.1564 -2.3857 -1.3307
11 H -0.2014 -2.5276 0.4822
12 H -0.9829 2.1805 -0.0358
13 H -0.7590 0.8584 1.1206
14 H -2.4832 1.2415 0.3901

Net charge: +1
HOMO, eV: -14.69
SMILES string: C=C1O[C@@]1(N)O[NH3+]
Frontier orbital gap, eV: 11.17

Which is most stable, and by how much? <P>, by 30.3 kcal/mol.

<P>
# C3H7N2O2

A 2-piece molecular cluster, C3H7N2O2 overall (ωB97M-V/def2-TZVPD, the OMol25 dataset).

Atoms and positions in Å:
1 C 2.6894 0.8929 0.3823
2 C 0.7456 -0.5960 1.1425
3 C -0.2179 -1.1248 -1.0321
4 N 2.7912 0.1449 -0.5381
5 N -0.1725 -0.4294 0.2640
6 O 2.9182 -0.9795 -0.9855
7 O 2.6796 2.0965 0.8767
8 H 1.5075 -1.4151 0.9244
9 H 0.8665 -0.0267 1.9502
10 H -1.3417 -1.3575 -1.1655
11 H 0.2337 -0.3373 -1.8258
12 H 0.4201 -2.0798 -0.9516
13 H 3.4275 2.5724 0.4400
14 H -0.9699 0.1991 0.2809

Net charge: +1
HOMO, eV: -13.70
Frontier orbital gap, eV: 8.52

<Q>
# C3H7N2O2

A 2-piece molecular cluster, C3H7N2O2 overall (ωB97M-V/def2-TZVPD, the OMol25 dataset).

Atoms and positions in Å:
1 C -0.0818 -1.1423 0.5191
2 C 1.0958 0.5990 0.5532
3 C 0.7144 1.0339 -0.7173
4 N 0.2823 -2.4236 0.5430
5 N -0.1979 1.9448 -1.0163
6 O -1.3191 -0.6507 0.5897
7 O -0.8459 -3.1658 0.9563
8 H 2.0079 0.0351 0.6245
9 H 0.8258 1.2047 1.4109
10 H 1.3189 0.5238 -1.4269
11 H -1.9684 -1.4555 0.5344
12 H -0.4774 2.0807 -1.9872
13 H -0.8530 2.0978 -0.3564
14 H -0.6928 -4.1332 1.0975

Net charge: +1
HOMO (spin up / spin down), eV: -13.61 / -13.61
Frontier orbital gap (spin up / spin down), eV: 7.73 / 7.73

Which is most stable, and by how much? <Q>, by 18.2 kcal/mol.